The following is a DFT calculation (ωB97M-V with the def2-TZVPD basis set) of a 2-piece molecular cluster, C5H8O2 overall.

Multiplicity = 1
E_tot = -9402.515 eV
LUMO energy = 0.629 eV
Maximum force = 4.76 eV/Å

Last column: Mulliken charge in e.
Positions of all 15 atoms, in Å:
C (-3.02546, 0.46652, -0.50434)  0.163
C (-2.01307, 1.12588, -0.04762)  -0.655
C (1.49528, 1.24413, 0.11795)  -1.210
C (0.71149, 0.06518, 0.60900)  -0.114
C (0.42672, -0.98406, -0.21420)  -0.245
O (-2.58197, -0.01926, 0.85466)  -0.262
O (-0.53896, -1.92541, 0.00796)  -0.534
H (-3.68244, -0.20258, -1.05412)  0.317
H (2.36458, 1.62999, 0.64882)  0.377
H (1.95734, 1.01598, -0.78600)  0.366
H (0.88397, 2.17473, 0.17381)  0.249
H (0.31181, 0.29008, 1.50408)  0.486
H (-1.91060, -0.66995, 0.58504)  0.419
H (0.83962, -1.24351, -1.20868)  0.319
H (-0.08956, -2.69125, 0.38221)  0.324

---

The following is a DFT calculation (ωB97M-V with the def2-TZVPD basis set) of a 3-piece molecular cluster, C5H8O2 overall.

Multiplicity = 1
E_tot = -9404.400 eV
LUMO energy (spin up / spin down) = -0.441 / -0.443 eV
Maximum force = 0.40 eV/Å

Last column: Mulliken charge in e.
Positions of all 15 atoms, in Å:
O (-2.25041, -0.15994, -0.79667)  -0.400
C (-1.22607, -0.66315, -0.12715)  -0.357
C (-0.29159, 0.24663, 0.46402)  -0.369
C (1.03779, -0.37065, 0.93376)  -0.452
C (1.69742, 0.28089, -0.26429)  -0.898
C (0.63472, 1.12136, -0.61450)  0.615
O (0.28142, 2.03812, -1.31418)  -0.620
H (-2.86573, -0.85598, -1.06630)  0.381
H (0.04290, -1.31418, -1.28752)  0.073
H (-1.30977, -1.70294, 0.18493)  0.495
H (-0.78655, 0.99274, 1.09152)  0.547
H (1.36018, -0.02205, 1.91992)  0.277
H (1.04195, -1.47174, 0.94210)  0.276
H (0.75715, -0.86931, -1.24304)  0.077
H (2.70632, 0.22734, -0.65700)  0.356

---

The following is a DFT calculation (ωB97M-V with the def2-TZVPD basis set) of the molecule C5H8O2.

Multiplicity = 1
E_tot = -9407.611 eV
SMILES string = C=COCC(=C)O
LUMO energy = 0.940 eV
Maximum force = 0.78 eV/Å

Last column: Mulliken charge in e.
Positions of all 15 atoms, in Å:
O (0.68499, 1.38570, -1.10408)  -0.557
C (0.95172, 0.47006, -0.13023)  0.663
C (-1.89666, 0.38180, 0.28778)  -0.623
C (-1.56459, -0.85375, -0.05947)  -0.032
O (-0.64221, -1.11407, -1.05632)  -0.411
C (1.61146, 0.76137, 0.98627)  -1.015
C (0.67383, -0.94948, -0.50600)  -0.493
H (0.11883, 0.94764, -1.75954)  0.400
H (-2.46754, 0.55668, 1.18936)  0.267
H (-1.55362, 1.24438, -0.27427)  0.239
H (-1.91012, -1.73951, 0.47573)  0.383
H (1.70046, 0.01290, 1.76616)  0.248
H (2.07893, 1.72405, 1.12230)  0.285
H (1.39188, -1.21567, -1.29447)  0.268
H (0.82262, -1.61211, 0.35678)  0.378

---

The following is a DFT calculation (ωB97M-V with the def2-TZVPD basis set) of the molecule C5H8O2.

Multiplicity = 1
E_tot = -9409.155 eV
SMILES string = CC(=O)CCC=O
LUMO energy = 0.714 eV
Maximum force = 0.53 eV/Å

Last column: Mulliken charge in e.
Positions of all 15 atoms, in Å:
C (1.84067, -0.27979, -1.14250)  -1.140
C (0.94545, -0.53646, 0.04923)  0.756
O (0.81903, -1.65039, 0.51716)  -0.555
C (0.20293, 0.65206, 0.64700)  -0.738
C (-1.26364, 0.67136, 0.18418)  -0.423
C (-2.01197, -0.57878, 0.62510)  -0.003
O (-3.19514, -0.73494, 0.44101)  -0.489
H (2.81929, 0.05329, -0.76679)  0.294
H (1.98340, -1.20574, -1.70407)  0.345
H (1.45048, 0.50922, -1.79667)  0.330
H (-1.38585, -1.34539, 1.13152)  0.367
H (0.22656, 0.54433, 1.73777)  0.333
H (0.70028, 1.59280, 0.38514)  0.328
H (-1.78395, 1.54376, 0.59979)  0.310
H (-1.34754, 0.76467, -0.90787)  0.285

---

The following is a DFT calculation (ωB97M-V with the def2-TZVPD basis set) of C5H8O2 as an isolated structure.

Multiplicity = 1
E_tot = -9402.165 eV
LUMO energy (spin up / spin down) = -0.063 / -0.141 eV
Maximum force = 0.81 eV/Å

Last column: Mulliken charge in e.
Positions of all 15 atoms, in Å:
C (0.28769, 1.14900, -1.27415)  -0.838
C (-0.09301, 0.77517, 0.03055)  0.096
C (-1.37039, 0.10813, 0.63103)  -0.223
O (-1.63518, -1.22996, 0.23203)  -0.464
C (-0.66870, -0.96877, 1.29104)  -0.352
C (0.59128, -0.59346, 0.49447)  -0.067
O (0.86283, -1.51156, -0.45943)  -0.394
H (0.48387, 2.18250, -1.53830)  0.338
H (0.24352, 0.42494, -2.08247)  0.311
H (1.98829, 0.71269, -0.70398)  0.037
H (0.15998, 1.54313, 0.77112)  0.265
H (-2.22403, 0.70102, 0.94841)  0.423
H (-0.81226, -1.46982, 2.24136)  0.424
H (2.11048, 0.25489, -0.01560)  0.102
H (0.07565, -2.07789, -0.56608)  0.342

---

The following is a DFT calculation (ωB97M-V with the def2-TZVPD basis set) of the molecule C5H8O2.

Multiplicity = 1
E_tot = -9407.800 eV
SMILES string = C=C(O)C1(O)CC1
LUMO energy = 0.852 eV
Maximum force = 0.64 eV/Å

Last column: Mulliken charge in e.
Positions of all 15 atoms, in Å:
C (1.22960, 0.41118, -1.27541)  -1.232
C (0.95164, -0.25716, -0.15089)  0.766
O (1.98565, -0.74921, 0.58965)  -0.509
C (-0.36574, -0.42685, 0.52512)  0.875
O (-0.43526, -1.38524, 1.53498)  -0.574
C (-1.61907, -0.23082, -0.25771)  -0.731
C (-1.17374, 0.85048, 0.68413)  -0.809
H (2.70660, -0.74726, -0.05682)  0.345
H (0.51137, 0.63862, -2.04655)  0.230
H (2.21885, 0.84934, -1.37602)  0.280
H (0.37009, -1.31070, 2.06595)  0.340
H (-2.45475, -0.84732, 0.05590)  0.261
H (-1.54136, -0.06856, -1.32775)  0.177
H (-0.74684, 1.75569, 0.25959)  0.297
H (-1.72974, 0.97237, 1.60910)  0.284

---

The calculation returns the following relative energy (zero: lowest compared OMol25 entry of this formula, charge and spin) values, one per record and in order: 706.0; 524.1; 214.3; 65.3; 739.8; 196.0 kJ/mol.